# 1
A molecular structure, C21H42CeF9N4O2S, computed with wB97M-V/def2-TZVPD.

ORCA input file:
```
! wB97M-V def2-TZVPD RIJCOSX def2/J DEFGRID3
* xyz 2 2
Ce 8.97363 9.20074 16.70213
C 8.47064 9.10230 20.03429
N 9.27052 9.95882 19.08373
C 8.94971 11.39698 19.38876
C 10.71102 9.69955 19.36141
C 11.61188 10.32520 18.32228
N 11.52289 9.69273 16.99238
C 12.57771 8.60885 16.92275
C 11.86955 10.68744 15.92610
H 8.73835 9.39561 21.06107
H 8.70842 8.04635 19.86408
H 7.41530 9.32132 19.84174
H 9.21550 11.55869 20.41518
H 7.90456 11.54243 19.23973
H 9.57171 12.04539 18.74535
H 10.86116 8.57467 19.39708
H 11.09448 10.04746 20.31467
H 12.61333 10.12923 18.67224
H 11.46922 11.40582 18.25238
H 13.58007 9.05557 16.92094
H 12.38191 8.05640 15.98199
H 12.49611 7.93069 17.77678
H 12.80845 11.21222 16.08175
H 11.08188 11.43332 15.93112
H 11.88352 10.18086 14.93320
C 6.97394 4.91632 17.95652
C 6.91632 5.97772 16.90320
O 8.18520 6.80487 16.93912
H 6.00015 4.42488 18.02713
H 7.18030 5.29850 18.96585
H 7.78747 4.16808 17.73526
H 6.06339 6.64939 17.02128
H 6.85395 5.54317 15.89182
H 8.87217 6.26878 16.51043
C 13.23409 10.14344 9.20866
C 12.01850 11.13162 9.22481
C 10.71722 10.40464 9.60586
C 10.28662 10.58533 11.06166
N 10.03402 9.29330 11.73990
C 9.06247 8.99398 12.63248
S 9.41352 8.10020 14.05943
N 7.78818 9.33068 12.38813
C 7.18145 9.47376 11.08489
C 6.45430 8.18064 10.72740
C 5.83365 8.10054 9.33025
C 6.80060 7.94812 8.15160
H 14.20731 10.59264 9.04986
H 13.08360 9.42291 8.37443
H 13.31052 9.60642 10.16547
H 11.88802 11.63514 8.23165
H 12.25656 11.96966 9.90119
H 10.87513 9.31969 9.39608
H 9.87564 10.69824 8.95575
H 9.44350 11.25079 11.03779
H 11.06253 11.14999 11.63498
H 10.91998 8.88564 11.93836
H 7.17868 9.00605 13.09971
H 7.97422 9.63547 10.32726
H 6.47316 10.29480 11.14858
H 5.55609 7.93340 11.35989
H 7.18673 7.34016 10.73118
H 5.20257 9.00286 9.13509
H 5.10532 7.23954 9.25707
H 7.44974 8.80079 7.95908
H 6.19867 7.69429 7.23095
H 7.38737 7.03182 8.24100
F 6.33640 9.58262 17.33133
C 5.81989 10.90648 17.27711
F 4.53910 10.84853 17.06615
F 5.97627 11.38974 18.54224
C 6.73613 11.64131 16.34168
O 8.03822 11.16700 16.44470
C 6.21473 11.40927 14.90911
F 7.16802 11.56392 13.97834
F 5.79462 10.10428 14.73947
F 5.18654 12.18506 14.53092
C 6.69452 13.16848 16.63379
F 7.20927 13.46327 17.87231
F 7.35167 13.89164 15.67971
F 5.40704 13.60521 16.65515
*
```

The value obtained for the total energy is -2966.57786 Ha. Its expectation value of S² is 0.751. Its energy relative to the best compared isomer or geometry (same formula, charge and spin) is 0.0 kcal/mol. The calculation puts the HOMO energy (spin up / spin down) at -14.9 / -14.9 eV. The molar mass comes out at 725.8 g/mol. The largest force on an atom comes out at 0.0600 Eh/bohr. The lowest unoccupied orbital energy (spin up / spin down) is -0.1967 / -0.1947 Ha.

Löwdin atomic charge list, values in e, 5 entries:
1 Ce 1.22
2 C -0.03
3 N -0.37
4 C -0.02
5 C -0.18


# 2
9 unconnected molecules or ions with the total composition C12H45N3O9, computed with wB97M-V/def2-TZVPD.

ORCA input file:
```
! wB97M-V def2-TZVPD RIJCOSX def2/J DEFGRID3
* xyz 1 2
O -17.43099 -10.36578 -7.17521
H -18.33677 -10.51480 -7.44649
H -17.27436 -11.01852 -6.49283
O -16.25720 -12.22441 -5.75669
H -15.45645 -11.71831 -5.89418
H -15.96275 -13.13450 -5.72098
O -15.14263 -4.16607 -6.77806
H -15.89231 -3.73212 -7.18538
H -15.48658 -5.00711 -6.47708
O -16.26499 -6.49815 -6.05705
H -16.63633 -6.42708 -5.17768
H -16.96399 -6.19750 -6.63777
O -15.10563 -8.81723 -6.76664
H -15.90879 -9.30793 -6.94092
H -15.40494 -7.93049 -6.56583
O -13.08415 -8.13456 -8.61718
H -13.51030 -8.54403 -7.86420
H -13.41021 -8.62355 -9.37270
C -13.48270 -6.66388 -12.27029
C -14.33689 -7.77348 -12.92392
C -15.30454 -8.47892 -11.88246
O -14.51510 -9.19582 -10.82082
C -15.37999 -9.91243 -9.95226
N -15.13518 -7.35220 -14.09273
H -13.06552 -7.12203 -11.37354
H -13.99104 -5.71793 -12.08349
H -12.67865 -6.34322 -12.93269
H -13.62334 -8.49110 -13.32886
H -16.15771 -9.05309 -12.24376
H -15.75730 -7.66437 -11.31711
H -15.79222 -10.78091 -10.46599
H -16.19094 -9.26869 -9.61161
H -14.81852 -10.34855 -9.12603
H -15.73636 -6.59844 -13.79185
H -14.52611 -6.85686 -14.72816
C -10.99705 -6.10872 -4.64761
C -12.14349 -7.08697 -4.47345
C -13.58039 -6.54959 -4.19858
O -13.44917 -5.56665 -3.18753
C -14.59911 -5.10721 -2.65400
N -12.05278 -8.05245 -5.59571
H -11.14050 -5.71405 -5.65348
H -10.05721 -6.66069 -4.63621
H -10.95001 -5.28042 -3.94064
H -11.98800 -7.64622 -3.55087
H -14.17988 -7.42723 -3.95678
H -13.91417 -6.02739 -5.09523
H -15.27412 -4.61901 -3.35693
H -14.32061 -4.39443 -1.87779
H -15.28515 -5.88227 -2.31232
H -11.11600 -8.42419 -5.66171
H -12.07519 -7.47609 -6.42481
C -13.26583 -11.56294 -4.07432
C -12.46447 -11.58601 -5.37959
C -11.75093 -12.95503 -5.48813
O -10.71236 -12.97870 -4.57746
C -10.65507 -14.16465 -3.76089
N -13.44273 -11.40194 -6.44320
H -13.96534 -12.39681 -4.01552
H -13.70070 -10.60264 -3.79716
H -12.57989 -11.72747 -3.24335
H -11.65786 -10.85998 -5.48134
H -11.41171 -13.09234 -6.51486
H -12.42866 -13.80868 -5.49545
H -10.40232 -14.94960 -4.47368
H -11.61433 -14.27792 -3.25583
H -9.88914 -14.10645 -2.98754
H -12.91460 -11.32360 -7.30054
H -13.87067 -10.49170 -6.35150
*
```

The value obtained for the total energy is -1325.20375 Ha. Its expectation value of S² is 0.754. Its energy relative to the best compared isomer or geometry (same formula, charge and spin) is 0.0 kcal/mol. The calculation puts the HOMO energy (spin up / spin down) at -11.3 / -11.3 eV. The molar mass comes out at 375.5 g/mol. The largest force on an atom comes out at 0.0800 Eh/bohr. The lowest unoccupied orbital energy (spin up / spin down) is -0.0952 / -0.3136 Ha.

natural (NBO) atomic charge list, values in e, 5 entries:
1 O -1.00
2 H 0.49
3 H 0.50
4 O -0.97
5 H 0.49